[1]
Entry from OMol25: a structure of composition C6H8AgMgO3 in a non-equilibrium geometry (the ωB97M-V functional and the def2-TZVPD basis).

```
19
Properties=species:S:1:pos:R:3:forces:R:3:nbo_charge:R:1
C -2.09163 0.97817 1.29785 1.6652 0.9789 -0.1641 0.108
C -2.83381 0.04079 0.56009 -0.1465 -2.1059 -2.3106 -0.493
C -2.26011 0.25336 -0.83253 -1.6090 -0.8855 0.5134 0.008
C -1.77874 -1.14183 -0.56214 -2.2623 0.9133 0.0710 0.266
O -0.51258 -1.35605 -0.53053 1.1501 0.3494 0.2703 -0.965
Ag 1.34446 -2.64153 0.11158 -0.3215 -0.3164 0.0499 0.952
H -1.40882 0.64470 2.08624 -0.4349 0.2989 0.3803 0.191
H -2.26105 2.05345 1.21925 0.2845 -0.1954 -0.1301 0.212
H -3.88560 -0.19245 0.72984 0.4921 -0.5251 0.3815 0.278
H -2.45755 -1.97292 -0.80238 0.1596 0.3717 0.3704 0.188
H -2.93837 0.35681 -1.69608 0.7755 0.6455 -0.0425 0.209
O 2.05797 -0.57687 -0.14180 -0.8802 0.4538 -0.4819 -1.099
O -1.24186 1.17334 -0.55339 0.6214 0.6236 0.1798 -0.887
C 3.34746 -0.32237 0.08060 1.6808 0.7308 0.0889 0.146
C 3.97745 0.83635 -0.15917 -0.2768 -0.5700 0.2655 -0.526
H 3.91063 -1.17354 0.48877 -0.1296 0.3519 -0.0800 0.158
H 5.02989 0.94166 0.10216 -0.3531 0.0031 -0.1819 0.236
H 3.45439 1.70186 -0.57450 0.1496 -0.1673 0.0888 0.178
Mg 0.54789 0.39707 -0.82388 -0.5649 -0.9554 0.7313 1.841
```
Forces are in eV/Å.

Results
Gap between HOMO and LUMO (spin up / spin down), eV: 6.7 / 6.7
Energy above the lowest of the compared OMol25 structures with the same formula, charge and spin, eV: 2.326
Total charge: +1

[2]
Entry from OMol25: a cluster of 3 separate species, C13H28O12S3 in total in a non-equilibrium geometry (the ωB97M-V functional and the def2-TZVPD basis).

```
56
Properties=species:S:1:pos:R:3:forces:R:3:nbo_charge:R:1
C 2.56030 -3.82254 -0.00117 0.1330 -0.0095 -0.0131 -0.600
C 3.14425 -3.26367 -1.31795 -0.0504 -0.0185 0.3982 -0.533
C 2.17204 -3.46185 -2.45232 0.4418 1.2044 0.8361 0.802
O 1.98947 -4.51242 -2.95041 -0.2393 -1.7540 -0.9502 -0.554
O 1.52037 -2.38184 -2.94652 -0.2305 0.5690 -0.0404 -0.526
C 1.12807 -1.31072 -2.07730 -0.2227 0.0834 0.1755 -0.095
C 1.29384 0.03587 -2.78906 0.2239 -0.4272 -0.1326 -0.458
C 2.40162 0.94152 -2.29602 -0.0123 0.4581 -0.4865 0.079
C 3.85584 0.47337 -2.51800 0.2404 0.1202 0.1615 -0.096
O 4.47749 0.42686 -1.22382 0.3286 -0.3446 -0.2437 -0.700
S 3.51571 0.73556 -0.01755 -0.0407 0.0679 0.0611 2.568
O 3.14803 -0.47724 0.64008 0.1657 0.3481 -0.0613 -0.911
O 4.06318 1.82689 0.70784 -0.2497 -0.2594 0.1216 -0.891
O 2.29318 1.24214 -0.88909 -0.2244 0.0052 -0.0578 -0.704
H 1.48907 -3.62158 0.09642 0.1356 0.0436 -0.0090 0.207
H 2.70395 -4.90478 0.03830 -0.1223 0.1231 -0.0187 0.220
H 3.06772 -3.37428 0.85550 -0.0538 -0.0514 -0.0901 0.227
H 3.42384 -2.21507 -1.18517 0.0927 -0.2555 -0.0717 0.213
H 4.02337 -3.85481 -1.58774 -0.0111 0.2403 0.0327 0.241
H 1.67205 -1.34961 -1.12888 -0.0825 0.0746 -0.1330 0.205
H 0.06396 -1.45268 -1.84763 0.2299 -0.0717 -0.0446 0.203
H 1.52635 -0.17710 -3.84241 -0.1904 0.0741 0.1271 0.240
H 0.35104 0.58031 -2.77194 0.0010 0.0688 0.0334 0.244
H 2.29863 1.89754 -2.82401 -0.0963 -0.0932 0.2897 0.204
H 3.96854 -0.50239 -2.99539 -0.2296 0.0574 0.1115 0.209
H 4.40274 1.22852 -3.08839 -0.0372 -0.2329 -0.0023 0.206
O 0.00632 1.40576 5.96463 0.0454 -0.0182 0.0308 -0.939
S -0.66455 0.65405 4.94836 -0.0242 0.0535 -0.0004 2.388
O -0.02983 -0.49860 4.39063 0.0015 -0.0397 0.0067 -0.932
O -1.09587 1.64514 3.78596 -0.0783 -0.0369 -0.1184 -0.735
C -0.06800 2.49989 3.21931 0.2525 0.1783 -0.1772 -0.077
C 0.86613 1.75849 2.28494 -0.0631 -0.1428 0.0601 -0.652
C -2.28231 0.22197 5.48451 -0.0378 0.0046 0.0302 -0.887
H 0.46173 2.99198 4.03468 0.0149 -0.0659 0.0406 0.205
H -0.62151 3.25948 2.67028 -0.1270 -0.0409 0.0753 0.193
H 1.47568 1.02176 2.80441 0.0075 0.0278 0.0609 0.238
H 1.53229 2.47046 1.79629 -0.0260 0.0412 0.0231 0.228
H 0.29400 1.23205 1.52016 0.0099 0.0340 -0.0421 0.213
H -2.76801 1.10570 5.88789 0.0031 0.0055 -0.0028 0.251
H -2.15907 -0.53576 6.25512 0.0127 0.0020 0.0018 0.256
H -2.83252 -0.18387 4.64006 0.0086 -0.0157 -0.0029 0.249
O -4.12284 -1.07174 -2.04081 0.0097 -0.0914 0.0044 -0.938
S -3.98795 0.32310 -2.32672 0.1018 0.0665 0.0298 2.389
O -2.71145 0.82267 -2.74536 0.0393 -0.0097 -0.0099 -0.950
O -4.50440 1.15540 -1.08248 0.1180 0.1273 0.0662 -0.725
C -3.96980 0.81427 0.22617 -0.0131 -0.1439 0.2841 -0.076
C -2.55113 1.29358 0.45337 0.0186 0.0276 -0.2582 -0.650
C -5.21216 0.83912 -3.47421 -0.0572 -0.0096 -0.0342 -0.888
H -4.05829 -0.26382 0.36445 0.0179 -0.0125 -0.0889 0.203
H -4.65895 1.29442 0.91698 -0.0310 0.0583 -0.0555 0.197
H -1.84581 0.77663 -0.19630 -0.0172 -0.0276 -0.0115 0.223
H -2.26046 1.10303 1.48693 -0.0788 0.0087 0.0342 0.231
H -2.46752 2.36211 0.25183 -0.0178 0.0091 0.0480 0.216
H -6.17869 0.47254 -3.14141 -0.0101 0.0029 0.0002 0.254
H -4.94224 0.40030 -4.43239 0.0080 -0.0098 0.0119 0.257
H -5.19744 1.92386 -3.53464 0.0130 -0.0027 0.0002 0.255
```
Forces are in eV/Å.

Results
Gap between HOMO and LUMO, eV: 10.5
Structure (SMILES): CCC(=O)OCC[C@@H]1COS(=O)(=O)O1.CCOS(C)(=O)=O.CCOS(C)(=O)=O

[3]
Entry from OMol25: a structure of composition C43H31AsN3O4PdS2 in a non-equilibrium geometry (the ωB97M-V functional and the def2-TZVPD basis).

```
85
Properties=species:S:1:pos:R:3:forces:R:3:mulliken_charge:R:1
Pd -0.51544 0.70924 -1.09829 0.6327 0.7282 -0.8492 0.529
S -2.32565 1.33660 -2.38312 -0.0817 -0.2645 0.1254 -0.397
C -3.85520 1.08990 -1.52764 -0.0082 0.0304 -0.0014 0.653
C -4.85961 2.04437 -1.74177 0.0055 0.0136 -0.0509 -0.776
C -6.11550 1.90553 -1.17984 -0.0010 -0.0165 0.0067 -0.487
C -6.40591 0.80854 -0.37662 0.0348 0.0021 -0.0215 -0.821
C -5.41860 -0.13689 -0.14693 -0.0301 0.0124 -0.0126 -0.303
C -4.15281 -0.01022 -0.71023 0.1467 0.1210 -0.0034 -0.264
As -2.69606 -1.26601 -0.37720 -0.1596 -0.2495 0.1339 0.795
C -3.76788 -2.89342 -0.08281 0.0072 -0.0386 0.0714 0.146
C -3.81004 -3.78387 -1.15399 -0.0371 -0.0379 0.0384 -0.766
C -4.52644 -4.97114 -1.06769 0.0086 0.0047 -0.0133 -0.661
C -5.19871 -5.29421 0.10210 0.0153 0.0093 0.0180 -0.416
C -5.15406 -4.42197 1.18167 0.0145 0.0040 -0.0267 -0.788
C -4.44504 -3.23174 1.08688 -0.0596 0.0212 -0.0052 0.056
C -2.35119 -0.75607 1.48605 0.0203 -0.0522 -0.0302 0.905
C -2.35705 0.58884 1.84544 -0.1097 0.0165 0.0291 -0.592
C -1.95505 0.98371 3.11488 0.0025 0.0006 0.0022 -0.639
C -1.55474 0.03699 4.04769 0.0103 -0.0144 -0.0275 -0.518
C -1.54730 -1.30763 3.69810 -0.0078 0.0205 -0.0174 -0.760
C -1.93091 -1.69799 2.42212 0.1359 0.0360 -0.0127 -0.320
H -4.62944 2.90384 -2.35934 0.0069 0.0056 0.0200 0.416
H -6.86853 2.66421 -1.35913 -0.0026 -0.0092 -0.0130 0.348
H -7.38613 0.69477 0.06956 0.0003 -0.0024 0.0022 0.387
H -5.64293 -0.99444 0.47562 0.0133 0.0040 0.0154 0.339
H -3.27122 -3.54708 -2.06508 0.0084 0.0083 -0.0022 0.400
H -4.54904 -5.65009 -1.91148 0.0004 0.0054 -0.0024 0.392
H -5.74792 -6.22476 0.17695 -0.0028 0.0023 -0.0086 0.368
H -5.67094 -4.66876 2.10146 -0.0086 0.0038 -0.0036 0.385
H -4.42286 -2.55798 1.93489 0.0192 -0.0035 0.0156 0.478
H -2.68105 1.33746 1.13178 0.0518 0.0114 -0.0177 0.194
H -1.95198 2.03666 3.36936 -0.0058 -0.0033 0.0032 0.428
H -1.24286 0.34482 5.03844 -0.0089 -0.0019 0.0027 0.372
H -1.23200 -2.05508 4.41650 0.0107 0.0018 -0.0026 0.384
H -1.88053 -2.74566 2.15078 -0.0118 -0.0092 -0.0104 0.449
C -0.49798 2.55755 -0.61058 -0.0636 0.0362 -0.0462 -0.350
C -0.25067 3.73852 -0.48357 0.0007 0.0610 0.3037 -0.052
C 0.04364 5.12384 -0.26900 -0.0571 -0.0224 -0.0422 0.528
C 1.21384 5.69724 -0.77927 0.0090 -0.0108 -0.0067 -0.434
C 1.48493 7.04426 -0.59895 -0.0200 -0.0006 0.0198 -0.451
C 0.59817 7.85252 0.10127 0.0057 -0.0266 -0.0196 -0.451
C -0.55866 7.29240 0.62716 0.0067 -0.0101 0.0109 -0.409
C -0.83352 5.94644 0.44600 -0.0275 0.0029 0.0143 -0.460
H 1.90553 5.06513 -1.32132 -0.0075 0.0120 -0.0225 0.437
H 2.39431 7.46683 -1.00889 0.0016 -0.0009 -0.0011 0.359
H 0.80498 8.90704 0.23347 0.0121 -0.0039 0.0146 0.364
H -1.25531 7.90904 1.18226 0.0005 0.0029 -0.0063 0.358
H -1.73558 5.51037 0.85520 -0.0104 0.0045 -0.0246 0.438
O 0.21111 -1.19976 -2.26315 -0.1226 0.2196 0.6251 -0.903
C 0.52929 -1.97052 -1.30977 -0.0450 -0.1583 -0.2957 0.802
O 0.40491 -1.73996 -0.09651 0.0026 -0.3044 0.0550 -0.413
C 1.11982 -3.31572 -1.71978 -0.0704 0.1750 0.0192 -0.303
C 1.66914 -3.48036 -2.98591 0.0418 -0.0875 -0.0695 -0.199
C 2.22814 -4.69403 -3.35749 -0.0770 0.1931 -0.0177 -0.632
C 2.20168 -5.72744 -2.44175 0.2459 -0.5293 -0.1754 0.107
C 1.64638 -5.60537 -1.18334 -0.1038 0.1277 0.1159 -0.554
C 1.10783 -4.37866 -0.82508 0.0616 -0.0788 0.0311 -0.261
N 2.81145 -7.03210 -2.82776 -0.1829 0.5680 0.2167 1.010
O 3.30427 -7.12177 -3.93281 0.0474 -0.0623 -0.1750 -0.630
O 2.79670 -7.92726 -2.00874 -0.0216 -0.1667 0.0755 -0.627
H 1.64530 -2.64298 -3.66994 -0.0138 -0.0065 -0.0019 0.474
H 2.66635 -4.84785 -4.33207 0.0172 -0.0014 0.0099 0.468
H 1.64284 -6.44964 -0.51050 0.0140 -0.0008 -0.0039 0.464
H 0.67491 -4.22097 0.15368 0.0098 0.0036 0.0012 0.496
S 6.02917 -0.08168 0.20395 0.0186 -0.1884 -0.0404 -0.139
C 4.28107 0.18537 -0.06490 0.1595 0.1414 0.0144 0.214
C 3.38241 0.10529 0.98591 -0.1158 0.0958 0.0200 -0.601
C 2.04983 0.38791 0.73501 -0.0424 0.1041 0.1361 -0.764
N 1.60639 0.74000 -0.46889 -0.2011 -0.5390 -0.0713 0.298
C 2.46443 0.78612 -1.48291 0.1415 0.1067 0.0249 -0.610
C 3.81657 0.51451 -1.32748 -0.1153 0.0274 -0.0565 -0.504
C 6.41211 1.44271 1.04462 -0.1491 0.0188 0.0115 0.256
C 6.51946 2.63560 0.34534 -0.0033 0.0559 -0.0012 -0.227
C 6.79298 3.79635 1.05319 0.0043 -0.0355 -0.0015 -0.383
N 6.97162 3.83365 2.37260 -0.0074 -0.0192 -0.0080 -0.588
C 6.87322 2.68160 3.02950 0.0173 -0.0142 -0.0377 -0.339
C 6.59604 1.46601 2.41777 0.0785 0.0033 0.0491 -0.108
H 3.70412 -0.16952 1.98062 0.0050 0.0037 -0.0027 0.451
H 1.30372 0.33397 1.51679 -0.0054 -0.0579 -0.0081 0.456
H 2.05288 1.06604 -2.44333 -0.0201 -0.0678 -0.0202 0.511
H 4.48616 0.56246 -2.17471 0.0106 0.0361 0.0141 0.518
H 6.38557 2.66084 -0.72773 -0.0140 0.0047 0.0043 0.372
H 6.87333 4.74275 0.53033 0.0014 0.0092 0.0124 0.350
H 7.01728 2.72641 4.10339 0.0056 0.0113 0.0017 0.345
H 6.52849 0.55636 2.99891 -0.0316 0.0084 0.0029 0.396
```
Forces are in eV/Å.

Results
Gap between HOMO and LUMO, eV: 6.3
Energy above the lowest of the compared OMol25 structures with the same formula, charge and spin, eV: 1.039
Total charge: -1

[4]
Entry from OMol25: a structure of composition C4H8N2O (the ωB97M-V functional and the def2-TZVPD basis).

```
15
Properties=species:S:1:pos:R:3:forces:R:3:nbo_charge:R:1
C 1.68304 -0.33140 0.09484 -0.1032 0.0020 0.0111 -0.264
N 0.72958 0.76445 0.22988 -0.1302 -0.3168 -0.1791 -0.557
C -0.65241 0.21467 0.81005 0.1995 -0.1470 -0.1959 0.736
N -1.60577 1.21851 0.46221 0.0826 -0.0972 -0.0182 -0.868
C 0.70877 -0.46665 -1.00894 -0.0124 0.4062 0.3876 0.026
C -0.53103 -1.07528 -0.63102 -0.0867 0.2163 0.2804 -0.646
O -0.63244 -0.26680 1.93626 0.0343 0.1014 -0.2766 -0.695
H 1.05550 1.71882 0.39497 -0.0325 -0.1562 -0.0554 0.410
H -1.74186 1.33464 -0.53340 0.0197 -0.0441 0.0546 0.364
H -2.48360 1.02270 0.92519 0.0512 -0.0189 -0.0131 0.385
H 2.68394 0.00129 -0.15913 -0.0596 0.0058 0.0016 0.218
H 1.65089 -1.06014 0.90214 -0.0500 0.0283 -0.0405 0.230
H 0.94693 -0.03108 -1.97053 0.0176 -0.0063 0.0417 0.218
H -0.46166 -2.02449 -0.11157 0.0417 0.0213 0.0056 0.233
H -1.34986 -1.01925 -1.34096 0.0281 0.0054 -0.0037 0.209
```
Forces are in eV/Å.

Results
Gap between HOMO and LUMO, eV: 8.8
Energy above the lowest of the compared OMol25 structures with the same formula, charge and spin, eV: 4.165